[1]
ORCA calculation (ωB97M-V/def2-TZVPD) on a structure of composition C13H30CuN2O3PS3.

Structure (XYZ):
```
53
Properties=species:S:1:pos:R:3:nbo_charge:R:1
Cu -0.24 1.30 -0.89 0.722
S 0.13 -0.34 0.76 -0.762
S -0.77 3.51 -0.76 -0.362
S -1.16 -0.30 -2.33 -0.685
P -1.02 -1.26 -0.59 1.676
O 2.18 1.62 -1.51 -0.555
O -0.63 -2.80 -0.74 -0.873
O -2.51 -1.40 -0.03 -0.862
N -0.80 4.33 1.76 -0.587
N -2.32 2.70 1.28 -0.574
C -3.05 -2.38 0.88 0.123
C 1.54 -3.53 0.08 -0.638
C -2.14 -2.67 2.06 -0.645
C 0.61 -3.43 -1.11 0.127
C 4.48 1.06 -1.36 -0.435
C 1.26 -2.79 -2.32 -0.644
C -1.35 3.50 0.86 0.356
C 2.88 2.74 -0.99 -0.065
C -3.47 -3.63 0.13 -0.631
C 4.29 2.57 -1.51 -0.427
C -3.09 1.76 0.46 -0.426
C -1.24 4.47 3.13 -0.434
C 3.08 0.51 -1.62 -0.074
H -1.86 -1.75 2.58 0.228
H -2.29 4.77 3.18 0.200
H -4.08 2.16 0.26 0.199
H -1.23 -3.16 1.75 0.220
H 2.96 0.09 -2.62 0.182
H 2.37 3.64 -1.33 0.203
H 2.77 -0.25 -0.89 0.190
H -2.57 1.58 -0.48 0.250
H -2.60 -4.20 -0.20 0.221
H 2.44 -4.08 -0.22 0.210
H -3.16 0.82 0.99 0.222
H 5.03 3.15 -0.94 0.213
H 0.59 -2.79 -3.18 0.230
H 2.85 2.72 0.11 0.159
H 5.22 0.65 -2.05 0.216
H 1.07 -4.06 0.90 0.212
H -2.66 -3.32 2.76 0.212
H -1.10 3.54 3.69 0.201
H 2.16 -3.35 -2.57 0.210
H -4.07 -4.26 0.79 0.207
H 4.35 2.87 -2.55 0.205
H -4.07 -3.37 -0.74 0.222
H -0.07 4.92 1.40 0.422
H 1.83 -2.54 0.43 0.232
H -2.55 2.71 2.26 0.394
H 1.54 -1.75 -2.13 0.224
H 4.81 0.82 -0.34 0.203
H 0.28 -4.44 -1.39 0.183
H -0.65 5.24 3.61 0.228
H -3.96 -1.89 1.25 0.180
```

Output
Kohn-Sham gap (eV): 7.428
Multiplicity: 1
Strongest force on any atom (eV/Å): 0.52
Energy above the lowest of the compared OMol25 structures with the same formula, charge and spin (eV): 0.000
Charge: 0

[2]
ORCA calculation (ωB97M-V/def2-TZVPD) on a structure of composition C34H71O25P in a non-equilibrium geometry.

Structure (XYZ):
```
131
Properties=species:S:1:pos:R:3:lowdin_charge:R:1
P -3.16 -3.02 -1.57 0.570
O 7.62 2.29 2.47 -0.015
O -0.79 3.30 -2.86 0.065
O -1.55 2.04 3.83 0.042
O -0.56 -1.36 -7.61 0.041
O 1.62 0.30 5.54 0.058
O -0.13 -2.91 3.30 -0.042
O -2.11 4.04 4.88 0.105
O 7.46 2.11 0.21 0.113
O 0.45 -0.39 0.03 0.050
O -3.71 -4.35 -1.86 -0.228
O -1.15 3.78 -5.01 0.008
O -2.29 -3.01 -0.19 -0.174
O -4.13 -1.70 -1.48 -0.162
O -1.52 0.71 -0.60 0.000
O -0.92 -0.30 -5.66 -0.011
O -0.07 -0.24 -2.11 0.046
O 2.13 2.37 4.54 0.052
O 5.77 1.34 1.52 0.011
O -2.67 -1.50 -6.58 0.031
O -2.25 1.92 -4.06 -0.009
O -1.23 -4.83 2.77 0.160
O -2.07 -2.67 -2.83 -0.211
O -3.58 2.65 3.67 -0.049
O -2.21 -2.71 2.89 0.003
O 1.91 2.09 6.86 0.006
C 1.16 -3.44 3.37 -0.118
C 1.89 1.65 5.56 -0.454
C 2.06 -2.22 3.45 -0.179
C 3.19 -0.58 3.95 -0.022
C -4.49 -0.68 0.77 -0.038
C -3.54 -3.17 2.72 -0.048
C -0.18 2.00 4.11 -0.127
C -4.77 3.31 4.14 -0.036
C -0.46 0.12 -0.83 -0.468
C 2.25 3.46 7.14 -0.030
C -3.78 -0.63 -0.59 -0.271
C -1.20 -3.78 0.02 -0.252
C -0.23 -3.25 1.05 -0.045
C -2.51 -2.60 -4.20 -0.251
C -1.88 0.47 -4.85 -0.252
C -1.29 2.78 -1.58 -0.166
C -2.37 3.01 4.24 -0.497
C -1.48 -1.08 -6.61 -0.519
C -0.01 -1.93 -9.82 -0.058
C 8.82 3.03 2.33 -0.052
C -0.77 0.02 -3.34 -0.117
C -1.46 2.91 -3.93 -0.365
C 1.71 -0.48 4.42 -0.335
C 1.69 -0.15 1.98 -0.241
C -1.22 -3.64 3.05 -0.619
C -1.54 3.69 -6.37 -0.041
C -1.39 -2.91 -5.08 -0.069
C 0.00 2.93 -0.89 -0.041
C 3.53 1.10 0.72 -0.025
C -0.92 -2.22 -8.61 -0.267
C 4.98 0.78 0.45 -0.159
C 0.25 -0.09 1.42 -0.190
C 0.25 1.25 2.87 -0.128
C 6.99 1.94 1.32 -0.524
H -5.53 -0.99 0.63 0.089
H 1.22 -1.38 4.79 0.166
H 1.18 -4.09 4.24 0.142
H 5.26 -0.24 0.22 0.132
H -4.04 0.27 -1.13 0.121
H -0.81 3.34 -7.10 0.098
H 1.76 -1.45 2.75 0.029
H 3.85 -0.30 4.77 0.139
H 1.81 3.64 8.12 0.099
H -2.86 -1.60 -4.49 0.102
H -3.79 -3.85 3.52 0.109
H 1.35 -4.10 2.52 0.117
H -0.04 -0.86 -10.03 0.083
H -3.75 -3.56 1.72 0.101
H -1.66 -2.46 -6.04 0.003
H -2.44 3.08 -6.46 0.097
H 2.15 -1.78 4.44 0.032
H -0.64 -3.65 -0.91 0.123
H -4.20 -2.30 2.80 0.079
H -4.63 3.53 5.20 0.093
H -1.27 0.99 -3.39 0.056
H 0.98 -2.26 -9.53 0.067
H 1.01 -0.25 3.62 0.101
H 0.00 2.72 0.18 0.084
H 9.64 2.32 2.22 0.100
H -1.18 -3.97 -5.22 0.111
H 3.47 -1.59 3.66 0.057
H 3.27 3.81 7.01 0.097
H -1.75 1.80 -1.64 0.076
H 1.76 -0.18 3.07 -0.058
H 2.89 1.42 -0.10 0.120
H -2.87 0.54 -5.31 0.162
H -4.81 4.26 3.61 0.091
H 8.83 3.81 1.58 0.099
H 5.14 1.26 -0.52 0.118
H 3.45 0.09 3.13 0.117
H -1.41 1.45 -4.76 0.035
H 1.76 4.13 6.44 0.089
H 1.34 1.18 2.79 0.109
H 3.01 0.37 1.35 -0.033
H -0.13 1.68 1.95 0.127
H 0.33 2.97 4.10 0.143
H 8.84 3.51 3.31 0.095
H -1.39 -4.84 0.16 0.138
H -1.92 -2.06 -9.01 0.120
H -1.52 -0.78 -3.41 0.094
H -5.63 2.70 3.86 0.093
H 0.44 -2.44 0.78 0.104
H -0.03 1.40 5.01 0.139
H -1.85 4.69 -6.67 0.094
H 0.04 -2.65 -10.65 0.077
H -4.23 0.26 1.25 0.089
H 2.39 0.56 1.55 -0.041
H -0.51 -0.78 1.78 0.151
H -2.72 -0.45 -0.40 0.068
H 0.49 2.05 -1.31 0.082
H 3.52 1.95 1.41 0.125
H -0.04 0.94 1.65 -0.035
H -0.50 -2.30 -4.94 0.106
H -0.98 -3.27 -8.33 0.132
H -2.10 0.11 -3.84 0.070
H 2.19 -1.04 1.61 0.143
H -2.08 3.39 -1.15 0.142
H -0.10 0.02 -4.20 0.160
H -0.67 -3.03 2.02 -0.025
H 0.49 -4.04 1.25 0.092
H -0.25 0.28 2.88 0.127
H -4.13 -1.48 1.41 0.010
H 0.68 3.76 -1.07 0.108
H 3.09 -2.48 3.20 0.121
H -3.31 -3.31 -4.41 0.138
```

Output
Kohn-Sham gap (eV): 8.687
Multiplicity: 1
Strongest force on any atom (eV/Å): 18.09
Energy above the lowest of the compared OMol25 structures with the same formula, charge and spin (eV): 47.374
Charge: 0

Number 1: E_tot -4025.1126 hartree. Number 2: E_tot -3558.6981 hartree.